Formula: C56H44FN11O2Pb
Source: the Open Molecules 2025 dataset
Level of theory: ωB97M-V/def2-TZVPD

```
115
Properties=species:S:1:pos:R:3:lowdin_charge:R:1
Pb 0.075 0.122 -0.423 1.44
C 7.030 4.082 -1.029 -0.13
C 5.815 4.486 -1.568 -0.10
C 4.665 3.744 -1.340 -0.05
C 4.684 2.583 -0.557 -0.21
C 5.918 2.193 -0.026 -0.05
C 7.073 2.925 -0.261 -0.11
C 3.440 1.808 -0.303 -0.10
C 2.380 2.502 0.312 -0.25
C 2.476 3.869 0.818 -0.02
C 1.263 4.209 1.298 -0.01
C 0.399 3.047 1.154 -0.26
N 1.134 2.039 0.552 -0.03
C -0.885 2.998 1.668 -0.10
C -1.719 1.849 1.957 -0.29
C -2.948 1.894 2.652 -0.06
C -3.333 0.570 2.868 -0.06
C -2.346 -0.229 2.267 -0.32
C -2.209 -1.753 2.321 -0.23
C -3.447 -2.350 3.014 -0.15
C -4.712 -2.093 2.475 -0.06
C -5.859 -2.639 3.026 -0.09
C -5.776 -3.473 4.136 -0.12
C -4.529 -3.762 4.664 -0.10
C -3.378 -3.211 4.106 -0.01
C -1.040 -3.014 0.221 -0.38
N 0.051 -2.338 -0.140 -0.03
C 0.901 -3.207 -0.772 -0.27
C 2.145 -2.816 -1.360 -0.07
C 2.740 -3.808 -2.302 -0.21
C 2.673 -3.530 -3.669 -0.02
C 3.170 -4.434 -4.597 -0.09
C 3.744 -5.628 -4.175 -0.12
C 3.821 -5.906 -2.817 -0.11
C 3.321 -5.002 -1.888 -0.05
C 2.814 -1.614 -1.257 -0.26
C 4.134 -1.414 -1.804 -0.01
C 4.517 -0.160 -1.481 -0.02
C 3.423 0.450 -0.742 -0.24
N 2.419 -0.440 -0.620 0.00
C 0.298 -4.488 -0.813 -0.05
C -0.930 -4.364 -0.167 -0.08
N -1.392 0.537 1.708 0.01
C -1.461 4.325 2.033 -0.20
C -1.668 5.279 1.033 -0.04
C -2.160 6.542 1.334 -0.09
C -2.468 6.878 2.645 -0.12
C -2.279 5.935 3.648 -0.10
C -1.781 4.676 3.345 -0.05
H 7.929 4.660 -1.207 0.08
H 5.766 5.380 -2.180 0.09
H 3.725 4.050 -1.783 0.12
H 5.959 1.303 0.590 0.12
H 8.015 2.597 0.165 0.09
H 3.371 4.472 0.830 0.10
H 0.985 5.138 1.771 0.11
H -3.487 2.775 2.964 0.09
H -4.201 0.237 3.414 0.09
H -4.789 -1.461 1.598 0.12
H -6.824 -2.418 2.584 0.09
H -6.671 -3.903 4.569 0.09
H -4.442 -4.423 5.519 0.09
H -2.417 -3.466 4.530 0.11
H 2.230 -2.587 -3.979 0.12
H 3.105 -4.208 -5.655 0.09
H 4.139 -6.332 -4.898 0.09
H 4.271 -6.833 -2.478 0.09
H 3.394 -5.215 -0.828 0.12
H 4.701 -2.148 -2.354 0.11
H 5.443 0.321 -1.748 0.09
H 0.716 -5.380 -1.253 0.08
H -1.677 -5.130 -0.005 0.09
H -1.436 5.009 0.009 0.11
H -2.300 7.269 0.542 0.09
H -2.841 7.866 2.887 0.09
H -2.512 6.188 4.676 0.09
H -1.611 3.957 4.137 0.12
C -1.224 4.047 -3.505 -0.03
C -0.915 2.699 -2.889 -0.33
N -1.438 2.326 -1.775 -0.01
O -2.290 3.298 -1.180 -0.12
C 0.000 1.832 -3.626 -0.34
C 0.480 2.269 -4.990 -0.07
N 0.387 0.667 -3.127 -0.20
O 1.175 -0.071 -3.814 -0.22
H -1.878 4.623 -2.858 0.06
H -1.685 3.922 -4.487 0.07
H -0.298 4.604 -3.655 0.08
H -2.321 2.990 -0.266 0.05
H 1.014 3.223 -4.952 0.06
H -0.342 2.363 -5.708 0.07
H 1.160 1.497 -5.343 0.05
N -4.735 1.262 -3.436 0.12
N -3.929 0.151 -3.242 -0.31
N -2.882 -0.094 -3.985 0.13
C -2.436 -1.215 -3.423 -0.21
N -3.218 -1.621 -2.412 0.02
N -4.171 -0.721 -2.303 0.05
H -4.114 2.005 -3.731 0.08
H -5.090 1.502 -2.519 0.09
H -1.535 -1.721 -3.728 0.11
F 2.227 -2.908 5.683 0.02
C 1.182 -2.633 4.855 -0.29
C 0.492 -1.452 5.016 -0.01
C -0.570 -1.183 4.165 -0.01
C -0.955 -2.073 3.160 -0.16
C -2.240 -2.358 0.836 -0.06
C -0.239 -3.264 3.051 -0.02
C 0.836 -3.546 3.886 -0.01
H 0.788 -0.751 5.787 0.11
H -1.116 -0.255 4.286 0.12
H -2.537 -1.537 0.183 0.08
H -3.041 -3.093 0.784 0.11
H -0.510 -3.994 2.302 0.11
H 1.398 -4.466 3.783 0.11
```

Orbital gap (eV): 5.0
DFT total energy (Eh): -3205.82242
Net charge: -2
Energy above the lowest of the compared OMol25 structures with the same formula, charge and spin (eV): 0.195